[1]
11 unconnected molecules or ions with the total composition C30H82O9 at a distorted geometry. Source: the Open Molecules 2025 dataset; level of theory: wB97M-V/def2-TZVPD.

Cartesian coordinates (Å):
O 38.8750 126.2270 54.2070
O 36.6070 133.7950 50.2790
O 40.8280 124.9100 45.9930
O 39.2010 133.6150 49.1940
O 42.0930 122.7820 47.9060
O 42.3900 126.1540 44.0320
O 34.3050 129.5640 48.4250
O 42.2710 131.3160 45.6590
O 39.7390 132.0170 46.9190
C 35.7050 129.5490 48.3240
C 43.6380 125.4950 43.6800
C 43.5900 128.7200 48.8760
C 36.9680 131.5090 51.1210
C 44.6580 127.6360 48.8290
C 37.5940 127.3320 52.5690
C 39.0450 129.9550 45.8340
C 44.2670 122.5740 52.7930
C 43.6980 123.8650 53.4300
C 40.1280 133.4060 50.1350
C 39.8320 125.9060 46.1010
C 44.7740 126.7960 47.5270
C 35.9780 132.6480 50.7050
C 43.8380 133.1710 45.4810
C 45.5040 122.7510 51.9260
C 36.1980 128.5610 49.1690
C 42.2850 128.4290 49.5030
C 41.4440 134.2100 49.8300
C 43.1560 132.1580 46.4380
C 44.1940 122.2190 48.5720
C 39.0160 127.1460 53.1160
C 42.8590 126.2420 53.2080
C 39.0300 125.7380 47.3850
C 41.2670 129.5060 49.5160
C 43.3870 123.9920 43.3600
C 43.3100 123.3650 48.1600
C 43.2200 124.8940 52.5160
C 44.0730 127.1640 53.6210
C 38.5290 131.2670 46.6690
C 40.0160 129.0460 50.2880
H 43.0630 133.5680 44.8280
H 39.5560 126.1410 48.2250
H 37.2770 128.5750 49.0150
H 42.3220 126.8980 52.4680
H 39.5500 130.3950 44.8290
H 46.0040 121.8250 51.6730
H 39.4530 130.0050 50.3470
H 43.8450 131.6350 46.8650
H 43.4930 129.0620 47.8980
H 37.1320 126.7010 51.8660
H 43.3780 124.1610 47.5470
H 40.1750 132.3880 49.9960
H 44.5010 126.7630 54.4180
H 33.8690 129.9930 47.5650
H 35.9000 134.5520 50.3300
H 45.3080 125.8910 47.6240
H 44.2750 125.9100 42.9330
H 44.4140 132.6290 44.6760
H 39.8600 129.4040 46.3120
H 44.2230 125.3810 44.6780
H 35.9930 129.5380 47.2370
H 39.1980 125.6960 45.1330
H 39.5880 128.0590 53.5450
H 37.7340 131.3800 50.3980
H 44.4450 134.0030 45.8400
H 41.4790 130.4060 50.0760
H 45.2640 123.2510 51.0810
H 42.6570 127.0590 43.9880
H 42.4150 124.6060 51.9530
H 37.3950 128.2860 52.0590
H 43.9210 121.4300 49.3740
H 38.6860 124.7360 47.4440
H 44.0860 129.6910 49.2330
H 43.0590 123.6940 54.1970
H 42.5120 132.7830 47.1390
H 37.8730 131.9050 51.7150
H 38.3060 129.2920 45.6880
H 45.1830 122.7500 48.9360
H 39.9100 132.5000 47.8350
H 38.2940 126.3440 47.1350
H 44.3070 126.8730 49.6060
H 44.3910 124.3660 54.0110
H 35.8240 127.5270 48.7800
H 45.5520 127.9190 49.2480
H 35.3420 133.0220 51.4950
H 39.4270 126.7450 52.2340
H 41.8150 127.3980 48.8190
H 35.2620 132.2340 50.0360
H 42.4950 128.0750 50.6010
H 44.3320 121.6620 47.8180
H 42.0880 133.8890 48.7930
H 40.1390 126.8670 45.9340
H 46.1320 123.5280 52.5110
H 41.0350 130.0320 48.5540
H 36.1160 130.4650 48.5650
H 44.1820 123.5820 42.9190
H 43.7100 128.2070 53.9660
H 41.3790 131.5140 46.1540
H 42.5740 124.0260 42.5510
H 43.9580 125.1360 51.6920
H 43.0010 123.8300 48.9430
H 38.4850 130.7530 47.7050
H 39.6010 126.2930 54.8400
H 37.6950 131.9930 46.3750
H 45.1450 127.4770 46.9570
H 42.0870 126.0130 54.1170
H 39.2530 128.3930 49.8870
H 38.3260 133.5960 49.8130
H 36.5190 130.7450 51.6670
H 40.3180 128.6010 51.2640
H 44.6890 127.3710 52.7470
H 44.5860 121.9990 53.7140
H 35.8030 128.7090 50.1450
H 36.8550 127.5030 53.3850
H 41.2500 125.0340 45.1520
H 42.1790 134.0950 50.4760
H 39.8270 133.4560 51.2050
H 41.3700 135.2770 49.9060
H 41.5630 123.2820 47.2490
H 43.8350 126.6520 47.1790
H 43.0670 123.3600 44.3210
H 43.6060 121.8530 52.1100

The max |F| comes out at 0.15100 Eh/bohr. The SMILES is CCCCCC.CCCCCC.CCO.CCO.CCO.CCO.CCO.CCO.CCO.CCO.CCO. The value obtained for the HOMO-LUMO gap is 9.186 eV. The electronic energy is -50851.402 eV. For the HOMO energy, the calculation gives -8.9867 eV. The calculation puts the LUMO energy at 0.2 eV. The value obtained for the energy relative to the best compared isomer or geometry (same formula, charge and spin) is 29.4 kcal/mol.

---

[2]
8 unconnected molecules or ions with the total composition C30H83N7O8 at a distorted geometry. Source: the Open Molecules 2025 dataset; level of theory: wB97M-V/def2-TZVPD.

Cartesian coordinates (Å):
O -8.9166 2.8972 -6.5726
O 6.9622 -6.8538 1.6440
O 1.6943 -1.7191 8.3714
O -3.6333 8.7524 -3.4156
O -4.9606 -5.3920 7.3668
O -0.4831 1.0761 -1.2150
O -0.2517 4.0874 -9.6251
O 7.8373 1.6763 4.0752
N 8.5797 3.4672 6.3139
N -4.8796 -6.8583 10.6934
N 8.2488 -9.6576 3.7359
N -7.0629 0.0670 -8.0585
N -1.0413 9.8538 -3.4962
N -0.2172 -2.2619 0.4590
N 0.1664 0.8421 -8.4582
C -7.7415 0.7636 -6.9999
C 0.9600 -2.6764 7.6879
C 0.0260 -1.8226 6.8335
C 8.0908 -8.7734 2.6019
C 6.8398 -7.8474 2.6540
C -1.7024 9.4333 -4.7069
C -8.4189 2.0409 -7.5899
C -2.7278 8.2969 -4.4416
C 0.4951 2.9239 -9.6445
C 1.2150 -0.3800 0.7882
C -4.3635 -5.7479 6.0928
C -4.6566 7.8056 -3.0678
C 5.6977 -6.2012 1.3075
C -0.2368 -0.7936 0.3924
C 7.7602 1.2644 5.4594
C 7.4579 2.5412 6.3584
C -0.6407 9.0380 -5.6855
C 8.1467 0.6033 3.2214
C 1.7309 2.1559 -7.4545
C 6.3026 3.3446 5.7672
C -1.3621 1.8915 -0.4646
C -4.5311 -6.3620 8.4246
C -0.6166 -0.3679 -1.0293
C -6.7378 1.0663 -5.8336
C -1.5977 3.8373 -9.6604
C 8.2151 -9.5712 1.2862
C -5.2840 -5.8782 9.6483
C -9.2346 4.2613 -6.9992
C 0.4354 2.1633 -8.2729
C -4.7278 -4.5634 10.1381
H -2.2040 7.3832 -4.1607
H 8.6441 0.7152 5.7835
H -7.7218 2.5665 -8.2426
H -0.0484 -2.6062 1.3934
H 8.9759 -8.1373 2.5892
H -5.3864 -7.7317 10.7152
H 9.2494 -9.6656 3.8730
H 1.3292 -0.1812 1.8538
H 1.3109 0.6480 0.4388
H -3.6610 -4.6353 10.3503
H 7.2693 2.2886 7.4018
H -0.3611 0.4664 -7.6831
H 0.1028 -0.8876 -1.6621
H 5.3642 2.7921 5.8145
H -0.9018 1.8650 0.5230
H 0.1863 8.4971 -5.2254
H -1.2541 2.9104 -0.8365
H -6.9106 -0.8742 -7.7252
H -1.1461 -2.6068 0.2633
H 5.4419 -5.5653 2.1551
H -2.3635 10.1822 -5.1431
H 9.3705 2.9721 6.7007
H 6.7962 -7.4004 3.6471
H 5.9068 -8.4002 2.5443
H -3.4072 8.0013 -5.2410
H -5.4403 7.7437 -3.8229
H 2.4558 -2.2473 8.6222
H -0.4064 0.6974 -9.2774
H 4.8333 -6.8133 1.0499
H 2.5981 1.6408 -7.8676
H -0.9886 -0.3749 1.0614
H -0.6786 10.7870 -3.6297
H -5.2175 -4.3482 11.0878
H -4.4942 -4.9601 5.3509
H 1.8180 3.2423 -7.4403
H 1.5683 1.8381 -6.4247
H 8.8364 3.7199 5.3703
H -1.0692 8.4533 -6.4995
H -7.6655 -0.0746 -8.8566
H 6.5053 3.6377 4.7371
H 6.2557 4.2521 6.3691
H -2.0512 4.8124 -9.4826
H -9.9218 4.7265 -6.2924
H -0.3777 2.5218 -7.6418
H 2.0938 -0.8507 0.3475
H -0.5145 -1.0667 7.4032
H -9.2010 1.6572 -8.2450
H -3.4491 -6.3016 8.5420
H -8.5283 0.0870 -6.6665
H -6.1509 1.9517 -6.0779
H 0.7549 -1.2204 6.2911
H 5.6583 -5.5530 0.4321
H -3.3083 -6.0172 6.1387
H -1.8284 10.0274 -2.8876
H 1.6509 -3.2456 7.0660
H -5.1331 8.1952 -2.1683
H 7.4444 -0.2269 3.2974
H -7.2873 1.1298 -4.8944
H -4.8560 -7.3733 8.1801
H 1.4671 3.4168 -9.6664
H -0.5799 -2.3240 6.0788
H -1.9547 3.1551 -8.8888
H -8.3248 4.8572 -6.9262
H 7.7983 -9.3698 4.5928
H -4.1616 6.8873 -2.7519
H -4.9946 -3.7535 9.4592
H 8.1505 0.8551 2.1609
H -1.6391 -0.6232 -1.3074
H 0.4098 2.3726 -10.5809
H 9.1940 0.3139 3.3080
H 9.0347 -10.2597 1.0805
H -9.7419 4.5118 -7.9308
H 7.2235 -10.0187 1.2180
H -4.7656 -6.6768 5.6883
H -5.3231 -6.4130 11.4840
H -1.7381 3.3665 -10.6334
H -0.2661 9.9992 -6.0374
H 8.3489 -8.8453 0.4841
H 0.5300 -3.4393 8.3369
H -2.3947 1.5429 -0.4790
H 6.9068 0.6026 5.6071
H -6.3626 -5.7832 9.5235
H -6.1394 0.1592 -5.7484

The max |F| comes out at 0.10415 Eh/bohr. The SMILES is COC[C@H](C)N.COC[C@H](C)N.COC[C@H](C)N.COC[C@H](C)N.COC[C@H](C)N.COC[C@H](C)N.COC[C@H](C)N.CCO. The value obtained for the HOMO-LUMO gap is 9.151 eV. The electronic energy is -59257.614 eV. For the HOMO energy, the calculation gives -8.8090 eV. The calculation puts the LUMO energy at 0.3 eV. The value obtained for the energy relative to the best compared isomer or geometry (same formula, charge and spin) is 139.0 kcal/mol.

---

[3]
8 unconnected molecules or ions with the total composition C30H83N7O8 at a distorted geometry. Source: the Open Molecules 2025 dataset; level of theory: wB97M-V/def2-TZVPD.

Cartesian coordinates (Å):
O 0.9350 -5.1792 -2.2117
O -0.3189 -0.2568 5.5521
O -1.6847 1.2209 -6.3801
O -1.3600 8.4783 -0.9136
O 1.0160 6.0185 5.6668
O -2.0090 -4.2063 2.8878
O -1.8677 -0.2455 0.7408
O 2.0748 1.3467 -2.1129
N -1.5371 -4.3964 -4.8868
N 1.2181 1.6905 0.8760
N 2.2936 -2.0387 -3.7743
N 2.4581 0.5011 3.3443
N -3.2173 -1.9695 -5.2165
N 2.2414 3.5380 3.0066
N 0.9750 -6.3552 2.4456
C -1.5607 -3.7816 -2.5932
C -0.7609 2.5167 -0.4396
C 1.3049 4.5412 3.5270
C 1.8737 -1.0452 -2.7793
C -2.9921 -0.1220 -3.7777
C 0.9828 0.1685 5.1843
C -1.8631 -0.1636 -6.1254
C 1.2515 -0.1497 3.6781
C -1.1415 -5.2958 3.1029
C 2.4258 -1.6165 -1.4823
C 1.7273 -1.5582 3.4200
C -2.5257 -1.3425 0.1242
C -2.1712 1.6703 -7.5950
C 0.3348 -5.0896 2.6961
C -1.7633 -2.9894 3.6095
C -1.4625 0.4516 5.1201
C -0.6089 0.0335 0.2016
C -0.3517 6.8385 0.6040
C -1.5543 7.7864 0.2707
C 1.3176 7.2442 4.9875
C 2.6330 2.6521 -2.4036
C -0.2082 1.4893 0.5978
C 1.9317 -6.1070 -1.8948
C -3.0831 -0.5531 -5.2146
C 0.2054 -5.4785 -3.4259
C 1.6785 4.8802 5.0379
C -0.0809 3.8755 3.4112
C -0.6983 -4.2457 -3.7111
C 2.4497 0.3718 -3.0934
C 0.6048 -4.1998 1.4748
H 1.4393 -7.0557 -1.6810
H -2.1138 -2.8712 -2.8242
H 3.1436 0.1378 3.9910
H -0.4654 2.2974 -1.4656
H -2.8252 0.9535 -3.7193
H 3.5392 0.3696 -3.1247
H 1.5863 0.9714 1.4822
H -3.6034 -2.2005 -6.1208
H -0.9791 -3.5675 -1.6965
H 2.3949 -5.7666 -0.9687
H 0.5970 7.3153 0.8505
H -1.5868 -6.1110 2.5326
H -1.3817 -3.2915 4.5849
H -1.9707 -0.6954 -7.0707
H -3.2497 1.6088 -7.7407
H 2.1305 0.7150 -4.0774
H -2.3388 -0.0079 5.5775
H -0.6600 -0.1660 -0.8687
H -2.2043 8.9203 -1.0288
H -3.9549 -0.1179 -5.7030
H 0.7873 -1.0203 -2.6946
H -1.2836 -5.7055 4.1029
H 1.1838 -6.8044 3.3258
H 1.2816 5.4076 2.8661
H 1.6779 -0.3024 5.8793
H -1.9285 -2.2493 0.2200
H 3.0099 4.1108 2.6881
H 0.1187 -3.2249 1.5114
H -1.8431 2.6451 -0.4190
H 1.9285 -6.2548 2.1278
H 2.4555 3.1066 -3.3784
H 1.8216 3.1991 2.1527
H 2.3865 7.3130 5.1896
H 2.0353 -2.5736 -1.1365
H -0.0434 2.9053 3.9066
H -2.0059 2.7193 -7.8408
H 0.8319 -4.6008 3.5340
H -2.2414 -4.5591 -2.2465
H 3.7110 2.5296 -2.2994
H -4.0515 -2.1853 -4.6896
H 1.4079 4.0187 5.6485
H 0.1300 -0.6094 0.6799
H 2.5196 1.5087 3.3744
H -0.7072 1.6836 1.5472
H 0.7358 7.9794 5.5435
H 3.5107 -1.6892 -1.5587
H 2.7379 5.1327 5.0839
H -1.7513 1.0086 -8.3525
H 0.8713 -5.4911 -4.2887
H 0.2352 -4.7212 0.5918
H -2.2643 -0.7540 -3.2687
H 1.6557 -3.9525 1.3252
H -2.4780 7.2243 0.4078
H -1.0647 -2.2986 3.1375
H 2.3851 -0.9501 -0.6207
H 2.2625 3.4226 -1.7275
H -0.9219 -4.2830 -5.6797
H 1.6541 -1.6658 2.3378
H -0.0521 -3.4356 -4.0489
H 1.6530 1.3928 0.0143
H -0.2939 3.4667 -0.1797
H -0.3534 3.8600 2.3560
H 2.7467 -1.8050 3.7166
H -0.5885 6.2477 1.4889
H 2.6424 -6.3664 -2.6796
H -0.3559 -6.4127 -3.4115
H -2.0153 -3.5223 -5.0526
H -0.1930 6.1090 -0.1902
H -0.9636 -0.5268 -5.6281
H -2.6930 -1.1113 -0.9278
H -1.4550 1.4492 5.5591
H 1.8815 -2.9217 -3.5084
H 1.0323 7.2365 3.9355
H 0.4490 0.2164 3.0378
H 3.2579 -2.2425 -3.5537
H 1.0885 1.2291 5.4121
H -1.6249 0.5264 4.0449
H -2.6848 -2.4622 3.8564
H 1.1322 -2.3258 3.9146
H -3.9563 -0.3035 -3.3029
H -0.8438 4.4054 3.9816
H -1.7043 8.4837 1.0950
H -3.4661 -1.5727 0.6249

The max |F| comes out at 0.05644 Eh/bohr. The value obtained for the HOMO-LUMO gap (alpha / beta) is 8.265 / 2.782 eV. The electronic energy is -59252.059 eV. For the HOMO energy (alpha / beta), the calculation gives -10.4579 / -10.4579 eV. Its charge is +1. The calculation puts the LUMO energy (alpha / beta) at -2.2 / -7.7 eV. The value obtained for the energy relative to the best compared isomer or geometry (same formula, charge and spin) is 0.0 kcal/mol. The multiplicity is 2.